173
Properties=species:S:1:pos:R:3:forces:R:3:mulliken_charge:R:1 method="wB97M-V/def2-TZVPD" gap_ev=8.81 fmax_ha_per_bohr=0.056 smiles=COC[C@H](C)N.COC[C@H](C)N.COC[C@H](C)N.COC[C@H](C)N.COC[C@H](C)N.COC[C@H](C)N.COC[C@H](C)N.COC[C@H](C)N.COC[C@H](C)N.COC[C@H](C)N.O homo_ev=-8.615 e_above_lowest_kj_mol=424.8
H -1.471164 7.188865 -3.728903 -0.69 -0.33 -0.53 0.273
H 1.442013 1.374625 3.050462 0.14 0.02 -0.60 -0.176
C -4.112612 5.135631 2.033362 -0.30 -0.39 0.90 -1.150
H -2.123978 1.447687 2.056624 -0.36 -0.05 0.46 0.420
H -5.317923 -5.377346 -4.215471 -0.13 -0.48 -0.48 0.327
C 0.615212 -3.937015 7.808189 0.45 -0.05 -0.37 -0.791
H 2.853541 -7.775899 -0.390520 -0.08 0.42 -0.08 0.262
H -5.869083 -3.910614 -2.465438 -0.52 0.13 0.12 0.507
H 5.617396 6.104504 -2.595319 0.01 -0.16 -0.16 0.259
H -2.548747 5.534381 3.529310 0.13 -0.89 -0.28 0.314
H -1.274189 1.714102 -5.328800 0.06 -0.02 0.09 0.500
C -3.299641 6.812449 -2.016082 -0.85 -0.45 1.59 -1.345
H -0.553148 -0.498249 -2.312156 -0.52 -0.50 0.21 -0.498
H -6.802425 -6.034506 -3.377344 -0.28 0.61 -0.48 0.301
H 0.388251 -1.549485 -5.226198 0.06 -0.22 0.04 0.573
H 0.577029 2.607823 6.851421 0.18 -0.01 0.24 0.252
C -3.876551 -4.731989 0.222103 0.96 0.36 -0.61 -1.178
H 2.758870 0.047235 -2.756244 -0.15 0.45 -0.12 0.272
H 4.982738 4.725441 3.653807 0.13 -0.23 0.32 0.314
H -4.612938 5.661507 1.220204 0.30 -0.19 -0.24 0.296
C -1.394959 -0.378185 -4.826571 0.22 0.82 -1.33 -0.084
H 6.929839 3.528907 -2.986466 0.13 0.08 0.15 0.317
H -2.894022 7.773563 3.626676 0.60 0.55 -0.50 0.291
H -6.485104 -5.361994 -0.041514 -0.47 -0.19 -0.01 0.324
C 4.877331 4.190681 -2.840740 -0.42 -0.08 -1.00 0.378
H -2.340557 -1.085264 0.638153 -0.11 -0.22 -0.05 0.641
H -3.824297 -5.818200 0.147798 -0.31 0.01 0.25 0.422
H 5.068722 2.642777 -1.318935 0.63 -0.49 -0.15 0.374
H -0.139508 6.308894 -0.274641 -0.90 0.12 -0.24 0.265
H -2.395495 6.759478 0.756881 -0.38 0.71 -0.02 0.017
H 1.470518 -4.610782 7.859064 -0.14 -0.50 0.26 0.341
H -2.156053 -1.146421 -1.160886 -0.48 -0.77 0.21 0.484
O -5.157714 -5.816315 -2.215123 0.01 -0.45 0.36 -0.363
H 3.007453 -1.458501 -1.100864 0.07 -0.30 -0.59 -0.570
H -2.219566 -6.826151 2.731546 -0.26 -0.08 -0.49 0.291
H 3.526351 1.719044 1.386474 0.68 0.02 0.67 0.442
H -2.860157 1.138088 -4.848514 -0.15 0.26 0.18 0.501
N 2.623202 -1.361585 4.390521 0.49 0.75 -0.29 -0.805
H 4.870155 6.329754 3.116698 -0.76 0.24 -0.34 0.271
C 3.401970 0.657543 -2.122173 1.30 0.96 -0.55 -0.751
H 3.899865 2.759887 3.756539 0.23 -0.12 -0.21 0.217
C -0.294514 -4.331485 1.643812 0.70 -0.54 0.58 0.086
H 1.302035 4.292486 3.389729 0.00 0.10 -0.79 0.000
H 2.940012 0.840176 -1.151949 -0.25 0.34 -0.05 0.120
H 0.746881 -3.192361 -2.893423 -0.38 0.34 0.52 0.079
H -3.762757 6.416479 -1.112289 -0.84 0.01 -0.07 0.140
H -2.870713 7.741859 -1.641505 0.24 0.15 -0.37 0.416
H 0.412800 -4.185486 0.827420 0.01 -0.01 -0.17 -0.096
H -1.113838 -2.185292 -0.096531 -0.02 0.13 -0.12 -0.505
C 0.257220 0.334410 0.818684 0.36 0.32 0.03 0.372
H -2.273451 2.657482 -1.814158 0.46 0.61 -0.36 0.204
H 1.717936 -8.854424 0.303186 -0.72 -0.07 -0.03 0.418
H -3.009975 -4.348537 -0.316511 0.47 -0.21 -0.13 -0.016
C 2.816688 -2.517914 -0.929602 0.16 -0.22 0.19 0.378
H -4.883071 4.961864 2.784557 -0.20 0.10 0.13 0.417
N -1.656081 -5.994683 2.837576 -0.34 -0.55 -0.22 -0.622
N -1.199566 6.482991 -3.059518 1.77 -0.14 -0.27 -0.773
O 0.764341 0.378404 -5.923103 -0.62 -0.51 -0.31 -0.357
H -2.102615 4.196071 -3.799976 0.36 0.11 -0.58 0.278
O 3.270325 -3.327265 -2.007504 0.42 -0.30 -0.25 -0.433
H 2.639723 -3.176824 6.366705 -0.22 -0.84 0.46 0.392
C 2.999408 -4.742295 -1.884721 -1.22 0.85 0.51 -0.329
C 0.666001 0.052967 -7.312442 0.07 0.08 0.91 -0.738
H -0.235249 -4.590543 -3.313556 -0.05 -0.04 0.15 0.550
H 0.868832 1.190244 0.533068 -0.05 0.30 -0.51 -0.185
H 2.494528 -1.096657 3.424414 0.49 -0.03 -0.39 0.104
C -2.971019 4.718054 -3.398098 2.32 -0.30 0.09 -0.871
C -3.038533 5.978620 2.662781 1.21 1.82 -0.04 0.439
C -3.308063 2.999651 -1.789361 -0.13 -0.01 1.16 -0.767
H -4.051824 7.001525 -2.781964 0.06 0.11 0.05 0.367
N -1.922650 -1.181091 -3.744699 -0.19 0.00 0.21 -0.436
C 2.202694 -7.893550 0.475876 0.36 -0.76 -0.54 -1.031
H 3.845148 -5.369591 -2.166374 0.32 0.41 -0.41 0.352
N 0.043209 -0.255178 -1.534094 1.62 -0.30 -0.90 0.353
C -1.658139 -1.246220 -0.196407 0.83 1.89 0.14 -1.112
H 2.879314 -8.121943 1.299358 -0.09 0.75 0.65 0.400
H 0.247920 -4.094218 2.558996 -0.10 0.19 0.05 -0.434
H 3.383459 -2.737213 -0.024742 -0.11 -0.36 0.31 0.621
C -0.065206 5.565650 0.519198 0.80 -0.07 -0.14 -1.121
H -1.892774 -0.632583 -5.762286 0.15 -0.38 -0.44 0.590
H 0.992759 -0.462495 0.928386 -0.21 -0.35 0.34 -0.120
H -1.270149 -6.150517 3.757835 0.85 0.55 0.00 0.212
O 0.465116 -3.551194 6.445085 1.10 -0.40 -0.09 -0.326
H -4.822356 -3.033626 -0.202694 -0.38 0.50 -1.21 0.249
C 0.457337 -6.807613 1.733933 -0.20 -0.88 -1.88 -1.026
H -1.923880 -2.169535 -3.952264 0.29 -0.24 -0.10 0.183
H -1.632063 1.425605 -3.607663 0.14 -0.05 0.04 -0.026
H 2.841428 -4.977490 -0.832188 -0.42 -0.06 0.22 0.060
H 5.913266 3.008498 -4.295805 0.04 -0.19 -0.09 0.319
O -1.219944 5.282607 1.275284 1.16 -1.53 -0.41 0.231
N -3.643526 7.239120 3.211076 0.11 -0.69 0.21 -0.799
H 0.890191 -3.114287 8.468187 -0.16 0.51 -0.09 0.309
C 1.780528 -5.078561 -2.774423 -1.58 -0.09 0.15 0.413
N 5.125975 5.403241 -2.059749 -0.77 -0.57 1.13 -0.671
O -0.255408 0.653705 2.116700 0.59 -1.25 -0.34 -0.277
H 3.566014 3.321247 -1.267431 -0.79 0.25 -0.53 0.205
H -1.298985 0.874226 -0.531298 -0.65 0.26 0.56 -0.897
C -1.097444 1.752065 2.260814 -0.81 0.41 -0.70 -0.990
H 4.288747 0.049060 -1.944776 0.20 -0.02 0.14 0.480
H -3.720644 -4.339849 1.227095 -0.45 -0.44 0.17 0.417
H -0.299258 -4.381652 8.200809 0.06 -0.11 -0.37 0.239
H -3.502813 3.586995 -0.892037 0.52 0.34 0.23 0.317
H -0.876807 7.092280 -2.321484 0.70 -0.03 0.20 0.277
H -0.737408 2.950374 6.182971 -0.26 0.09 -0.02 0.270
C 2.329280 4.186276 3.738423 -0.36 -0.68 -0.01 -0.479
H 2.606516 -3.423333 2.769106 -0.17 -0.01 -0.10 0.095
H -2.898524 -0.921266 -3.728995 -0.34 -0.10 0.47 0.254
H 0.554356 0.532431 -1.906269 0.28 0.43 0.50 0.313
N -6.303051 -4.398265 0.199700 0.71 0.55 -0.51 -0.758
H 2.346833 -0.491151 4.821875 -0.35 -0.06 0.62 0.335
C 6.131231 3.859533 -3.650550 -0.22 -1.60 -0.13 -1.396
H -3.548482 5.127483 -4.226951 0.20 0.56 0.19 0.416
H 2.146503 2.593295 1.151063 -0.58 0.56 0.58 -0.272
C -2.275281 5.778735 -2.427045 -2.59 0.23 -0.97 1.660
C 1.772686 -2.509009 4.584600 0.46 -1.33 -0.83 1.128
H 0.989612 -6.599797 -1.702682 -0.57 0.23 0.51 0.189
H -1.901357 5.278663 -1.533623 0.17 -0.19 -0.20 -0.596
H -0.974654 2.172659 3.258871 -0.10 -0.21 0.05 0.108
H -3.814407 2.070755 -1.526944 -0.76 -0.06 -0.97 0.383
H 0.614384 -0.180672 -4.097353 -0.21 -0.57 0.41 -0.691
H -1.236225 7.162804 2.020561 -0.10 0.22 0.55 0.376
H 2.116532 4.216406 4.807033 0.72 -0.32 0.57 0.475
C -5.040750 -4.060472 -0.495952 0.14 -1.39 2.51 0.549
C 0.107647 -0.520690 -5.000510 1.23 0.76 0.00 0.278
H 6.543589 4.617030 -4.317078 -0.41 0.46 0.30 0.405
H -4.172342 -4.051482 -2.442275 0.50 0.13 -0.01 0.359
O -3.789523 3.693639 -2.911261 -0.94 -0.63 0.86 -0.438
H 1.941065 -4.587555 3.930802 -0.18 -0.08 -0.15 0.299
C 0.484622 -4.206181 -2.590959 1.77 0.27 -0.97 -0.844
H 1.182296 -0.874932 -7.558475 -0.08 -0.36 0.18 0.299
H -1.374768 -5.829406 0.808188 0.18 -1.16 -0.17 0.221
C 4.292096 2.980118 -2.005348 0.87 -0.30 -0.03 -0.470
H 1.214263 0.830924 -7.843757 -0.44 0.15 -0.05 0.260
H 0.076279 -4.289173 -1.583746 0.10 0.16 0.01 -0.225
H 3.603585 3.527478 1.383371 0.25 -0.19 -0.42 0.486
H -4.009072 6.901973 4.090169 -1.10 0.01 0.16 0.301
C 2.919885 2.831832 3.284782 -0.83 -1.13 -0.80 0.409
C -1.923970 6.393708 1.669007 -1.26 0.25 -0.30 -0.685
H -1.121727 -3.630516 1.532247 -0.10 -0.30 0.07 0.099
C -5.722959 -6.104264 -3.511458 -0.39 0.24 1.83 -0.794
C 2.496332 -3.655184 3.828444 -0.69 -0.21 -0.02 -1.304
O 3.820321 1.865950 -2.839731 -0.26 0.79 1.06 -0.362
O 0.087402 2.486820 6.037872 0.05 -0.07 -0.17 -0.560
C 1.656093 -2.837272 6.042266 -1.09 1.75 0.65 -0.940
C -0.743463 -5.812150 1.696594 0.53 1.45 0.42 0.701
H 0.061107 -7.816912 1.622560 -0.46 -0.21 0.98 0.383
H 4.449135 5.994053 4.770554 -0.46 -0.11 0.26 0.294
H 2.155951 -5.015132 -3.795760 -0.23 0.42 -0.19 0.413
H -0.955289 2.561679 1.544978 0.65 0.16 -0.21 0.371
H 1.906620 -7.104464 -2.824599 0.29 -0.41 -0.54 0.319
C -0.690470 -0.008077 -0.332926 -1.15 -0.30 0.47 1.486
C -5.064827 -4.428349 -1.942724 0.20 0.72 -1.70 -0.836
H 3.500903 -3.878970 4.187414 0.01 0.47 0.38 0.449
C -1.795945 1.066892 -4.623821 -0.26 0.24 -0.08 -1.376
H 1.498324 -1.867110 6.513437 0.40 0.38 0.36 0.359
C 3.067133 2.645122 1.732321 0.19 1.10 0.51 -0.871
H 0.783132 -2.323726 4.166796 -0.33 -0.34 -0.03 0.211
H -5.606704 -7.168178 -3.718057 0.82 0.24 -0.26 0.244
H 5.706041 5.157086 -1.270423 0.22 0.19 0.19 0.252
C 4.355366 5.611095 3.754363 0.35 -1.17 -0.08 -0.770
H 1.092944 -6.710815 2.614111 -0.25 0.17 0.27 0.260
O 3.039570 5.309707 3.312418 0.29 1.55 -0.73 -0.322
H 1.742324 -2.597170 -0.763593 -0.07 -0.20 0.08 -0.105
H 4.071281 4.440079 -3.530800 -0.06 0.02 -0.23 0.184
H -3.763036 4.127887 1.808998 0.15 0.18 -0.58 0.095
H 1.528678 1.830590 4.515615 0.28 0.43 0.58 0.290
H 0.291344 4.652879 0.041892 -0.15 -0.11 0.16 0.305
N 2.135434 1.663253 3.725717 -0.21 0.11 0.48 -0.231
N 1.181377 -6.417114 -2.677345 1.34 -0.82 0.46 -0.776
H 0.758228 5.975578 1.104017 0.05 -0.18 0.63 0.391
O 1.329312 -6.798995 0.557305 -0.09 1.02 0.51 -0.166
H -6.960974 -3.797313 -0.275785 -0.83 -0.30 0.17 0.249
H -0.389551 -0.019464 -7.574515 0.05 0.12 -0.51 0.282